Entry 1:
Computed, not measured: a cluster of 5 separate species, C4H7ClN2S in total at a distorted geometry, with ωB97M-V/def2-TZVPD.

Each line ends with the Mulliken charge.
CARTESIAN COORDINATES (ANGSTROEM)
C (1.157, 1.303, 0.988)  -0.755
C (0.964, -0.990, -1.270)  -0.092
C (-1.063, -0.083, 0.005)  0.020
C (-2.123, -0.885, -0.548)  -0.274
H (0.484, 1.933, -0.274)  0.266
H (0.309, 1.751, 2.189)  0.229
H (2.786, 1.655, 1.031)  0.260
H (0.861, -0.577, 1.729)  0.287
H (2.084, -1.072, -1.160)  0.322
H (-1.152, 1.043, 0.643)  0.143
H (-2.317, -2.267, -1.194)  0.316
N (1.200, -0.145, 0.823)  -0.358
N (0.281, -0.362, -0.190)  0.173
S (0.140, -1.450, -2.619)  -0.320
Cl (-3.612, 0.147, -0.155)  -0.217

* Kohn-Sham gap: 8.04 eV
* relative energy (zero: lowest compared OMol25 entry of this formula, charge and spin): 268.46 kcal/mol
* total energy: -1124.07527 Ha

Entry 2:
Computed, not measured: the molecule H3N3O2S at a distorted geometry, with ωB97M-V/def2-TZVPD.

Each line ends with the Mulliken charge.
CARTESIAN COORDINATES (ANGSTROEM)
N (-1.388, -0.791, -0.978)  -0.516
N (0.320, -0.586, 1.060)  -0.315
N (0.512, 0.665, 0.918)  0.815
O (-0.004, 1.548, 1.502)  -0.486
O (1.435, 1.117, -0.300)  -0.477
S (0.356, -1.247, -0.537)  0.072
H (-2.147, -1.463, -0.513)  0.271
H (-1.538, 0.173, -1.141)  0.246
H (2.454, 0.584, -0.010)  0.391

* Kohn-Sham gap: 8.74 eV
* relative energy (zero: lowest compared OMol25 entry of this formula, charge and spin): 87.55 kcal/mol
* total energy: -714.49279 Ha

Entry 3:
Computed, not measured: a cluster of 2 separate species, C2H3Cl2NOS in total at a distorted geometry, with ωB97M-V/def2-TZVPD.

Each line ends with the Mulliken charge.
CARTESIAN COORDINATES (ANGSTROEM)
C (1.281, 0.751, -1.382)  0.588
C (-0.416, 0.679, 0.289)  -0.093
N (-0.053, 0.575, -0.997)  -0.178
O (2.273, 0.947, -0.701)  -0.451
S (-2.031, 0.478, 0.645)  -0.271
Cl (1.534, 0.614, -3.167)  -0.188
Cl (-1.693, -2.700, 2.784)  -0.230
H (0.488, 0.687, 0.956)  0.293
H (-0.843, 0.629, -1.724)  0.301
H (-0.540, -2.661, 3.298)  0.229

* Kohn-Sham gap (alpha / beta): 8.57 / 8.57 eV
* relative energy (zero: lowest compared OMol25 entry of this formula, charge and spin): 10.85 kcal/mol
* total energy: -1526.57364 Ha
* structure (SMILES): O=C(Cl)NC=S.Cl

Entry 4:
Computed, not measured: a cluster of 4 separate species, C3H15NO3S in total at a distorted geometry, with ωB97M-V/def2-TZVPD.

Each line ends with the Mulliken charge.
CARTESIAN COORDINATES (ANGSTROEM)
C (1.185, -2.652, -1.795)  -1.504
C (-0.092, -1.993, -1.166)  0.293
C (-0.718, -3.017, -0.262)  -1.108
S (-0.531, -2.894, 1.555)  -0.228
N (0.279, -0.707, -0.454)  -0.613
H (1.450, -3.541, -1.269)  0.303
H (0.882, -2.963, -2.709)  0.453
H (1.877, -1.898, -1.952)  0.420
H (-0.650, -1.719, -2.022)  0.392
H (-0.688, -3.851, -0.827)  0.601
H (-1.718, -2.735, -0.410)  0.423
H (0.730, -2.397, 1.542)  0.139
H (-0.408, -0.146, -0.130)  0.188
H (0.634, -0.097, -1.175)  0.255
H (1.201, 1.960, 1.157)  0.311
H (0.393, 1.951, 2.602)  0.313
O (0.341, 2.051, 1.587)  -0.622
H (-1.583, 1.996, -0.163)  0.303
H (-1.351, 3.116, 0.697)  0.290
O (-1.993, 2.847, 0.160)  -0.620
H (0.092, 5.996, 1.039)  0.325
H (0.143, 4.937, 2.114)  0.323
O (0.526, 5.754, 1.880)  -0.638

* Kohn-Sham gap: 9.39 eV
* relative energy (zero: lowest compared OMol25 entry of this formula, charge and spin): 48.16 kcal/mol
* total energy: -801.87294 Ha
* structure (SMILES): C[C@H](N)CS.O.O.O

Entry 5:
Computed, not measured: a structure of composition C4H8OS2 at a distorted geometry, with ωB97M-V/def2-TZVPD.

Each line ends with the Mulliken charge.
CARTESIAN COORDINATES (ANGSTROEM)
C (-1.195, 0.628, -0.593)  -0.977
C (0.189, 0.391, 0.080)  0.680
C (1.335, 1.059, -0.679)  -0.766
C (0.707, -1.113, -0.043)  -0.758
H (-2.959, -1.078, -1.156)  0.148
H (-1.393, 1.690, -0.415)  0.367
H (-0.904, 0.409, -1.713)  0.377
H (0.905, 0.224, 1.758)  0.504
H (1.337, 1.059, -1.751)  0.363
H (1.748, 1.994, -0.234)  0.324
H (0.371, -1.549, -1.055)  0.307
H (0.309, -1.884, 0.656)  0.356
O (0.070, 0.715, 1.364)  -0.600
S (-2.780, -0.303, 0.056)  -0.223
S (2.393, -0.470, -0.031)  -0.103

* Kohn-Sham gap: 9.66 eV
* relative energy (zero: lowest compared OMol25 entry of this formula, charge and spin): 47.74 kcal/mol
* total energy: -1028.74696 Ha

Entry 6:
Computed, not measured: a cluster of 4 separate species, C3H13NO3 in total at a distorted geometry, with ωB97M-V/def2-TZVPD.

Each line ends with the Mulliken charge.
CARTESIAN COORDINATES (ANGSTROEM)
C (-1.084, -1.544, 1.678)  -0.969
C (-0.180, -1.290, 0.422)  -0.093
C (0.257, -2.274, -0.480)  -0.186
N (1.013, -1.853, -1.556)  -0.471
H (-0.840, -0.902, 2.575)  0.260
H (-1.973, -1.118, 1.254)  0.223
H (-1.181, -2.694, 2.068)  0.283
H (0.036, -0.265, 0.296)  0.188
H (0.052, -3.275, -0.298)  0.399
H (1.009, -2.551, -2.241)  0.218
H (0.871, -0.945, -1.844)  0.209
H (-0.326, 2.135, -0.945)  0.371
H (0.920, 2.189, -1.898)  0.285
O (0.446, 1.615, -1.434)  -0.612
H (2.828, 2.129, 0.201)  0.298
H (1.316, 1.820, 0.326)  0.298
O (2.024, 2.337, 0.699)  -0.682
H (-2.357, 1.662, 0.200)  0.344
H (-1.159, 2.443, 0.918)  0.366
O (-1.673, 2.381, 0.060)  -0.730

* Kohn-Sham gap: 7.89 eV
* relative energy (zero: lowest compared OMol25 entry of this formula, charge and spin): 48.56 kcal/mol
* total energy: -402.50304 Ha
* structure (SMILES): C/C=C/N.O.O.O

Entry 7:
Computed, not measured: a cluster of 2 separate species, C4H10N in total at a distorted geometry, with ωB97M-V/def2-TZVPD.

Each line ends with the Mulliken charge.
CARTESIAN COORDINATES (ANGSTROEM)
C (0.339, 1.232, -2.446)  -1.265
C (0.887, 0.217, -1.464)  -0.220
C (0.090, 0.157, -0.146)  0.119
C (0.021, -0.882, 0.631)  -0.451
N (-1.154, -0.807, 3.069)  -0.510
H (-0.716, 1.030, -2.684)  0.377
H (0.287, 2.245, -2.001)  0.362
H (0.886, 1.147, -3.382)  0.342
H (0.890, -0.796, -1.919)  0.387
H (1.933, 0.337, -1.134)  0.361
H (-0.625, 0.999, -0.130)  0.380
H (0.845, -1.576, 0.825)  0.390
H (-2.055, -0.605, 3.477)  0.239
H (-0.954, -0.824, 2.084)  0.260
H (-0.438, -0.643, 3.761)  0.228

* Kohn-Sham gap: 5.94 eV
* total charge: +1
* relative energy (zero: lowest compared OMol25 entry of this formula, charge and spin): 139.32 kcal/mol
* total energy: -212.69834 Ha

Entry 8:
Computed, not measured: the molecule C2H6N4O4 at a distorted geometry, with ωB97M-V/def2-TZVPD.

Each line ends with the Mulliken charge.
CARTESIAN COORDINATES (ANGSTROEM)
C (0.740, 0.183, -1.061)  -0.591
C (-0.299, -0.745, -0.279)  0.363
N (1.823, 0.362, -0.097)  -0.610
N (-0.228, -2.137, -0.528)  -0.485
N (-0.931, -0.464, 0.782)  0.663
N (-0.963, 2.024, 0.850)  1.135
O (-1.646, -1.043, 1.564)  -0.718
O (-0.624, 3.078, 1.366)  -0.588
O (-0.448, 0.854, 1.340)  -0.350
O (-1.492, 1.849, -0.175)  -0.531
H (1.238, -0.415, -1.861)  0.308
H (0.323, 1.066, -1.509)  0.340
H (1.725, -0.534, 0.389)  0.279
H (1.865, 1.073, 0.584)  0.301
H (-0.713, -2.732, 0.141)  0.247
H (-0.370, -2.422, -1.506)  0.236

* Kohn-Sham gap: 9.19 eV
* relative energy (zero: lowest compared OMol25 entry of this formula, charge and spin): 54.21 kcal/mol
* total energy: -599.49594 Ha

> relative energy (zero: lowest compared OMol25 entry of this formula, charge and spin) of number 5 (C4H8OS2)?

47.74 kcal/mol

Copy entry 4 word for word.
Computed, not measured: a cluster of 4 separate species, C3H15NO3S in total at a distorted geometry, with ωB97M-V/def2-TZVPD.

Each line ends with the Mulliken charge.
CARTESIAN COORDINATES (ANGSTROEM)
C (1.185, -2.652, -1.795)  -1.504
C (-0.092, -1.993, -1.166)  0.293
C (-0.718, -3.017, -0.262)  -1.108
S (-0.531, -2.894, 1.555)  -0.228
N (0.279, -0.707, -0.454)  -0.613
H (1.450, -3.541, -1.269)  0.303
H (0.882, -2.963, -2.709)  0.453
H (1.877, -1.898, -1.952)  0.420
H (-0.650, -1.719, -2.022)  0.392
H (-0.688, -3.851, -0.827)  0.601
H (-1.718, -2.735, -0.410)  0.423
H (0.730, -2.397, 1.542)  0.139
H (-0.408, -0.146, -0.130)  0.188
H (0.634, -0.097, -1.175)  0.255
H (1.201, 1.960, 1.157)  0.311
H (0.393, 1.951, 2.602)  0.313
O (0.341, 2.051, 1.587)  -0.622
H (-1.583, 1.996, -0.163)  0.303
H (-1.351, 3.116, 0.697)  0.290
O (-1.993, 2.847, 0.160)  -0.620
H (0.092, 5.996, 1.039)  0.325
H (0.143, 4.937, 2.114)  0.323
O (0.526, 5.754, 1.880)  -0.638

* Kohn-Sham gap: 9.39 eV
* relative energy (zero: lowest compared OMol25 entry of this formula, charge and spin): 48.16 kcal/mol
* total energy: -801.87294 Ha
* structure (SMILES): C[C@H](N)CS.O.O.O

> Among the records above, which one has the lowest total energy?

C2H3Cl2NOS

> Which formula does entry 4 have?

C3H15NO3S